1.
Entry from OMol25: the molecule C18H39FIN3O2 at a distorted geometry (ωB97M-V/def2-TZVPD).

## Properties
Spin multiplicity: 1
LUMO: 0.47 eV
Highest occupied orbital energy: -8.87 eV
HOMO-LUMO gap: 9.33 eV

Element x y z (Å)
C (1.57, 3.02, 2.84)
C (0.51, 4.07, 2.33)
C (-0.57, 3.44, 1.39)
I (-2.40, 4.63, 1.63)
C (-0.16, 3.27, -0.10)
C (0.81, 4.36, -0.65)
N (2.20, 4.07, -0.26)
C (2.98, 3.45, -1.35)
O (0.40, 1.99, -0.41)
C (-0.54, 1.11, -1.01)
C (-0.16, -0.32, -0.46)
O (-0.84, -1.35, -1.16)
C (-0.72, -2.60, -0.47)
C (-1.61, -3.61, -1.30)
C (-2.39, -4.59, -0.34)
N (-3.69, -4.87, -0.97)
C (0.74, -3.16, -0.44)
C (1.46, -3.10, 0.95)
C (0.59, -3.57, 2.16)
C (1.37, -4.35, 3.27)
N (1.38, -3.56, 4.53)
C (-0.45, 1.05, -2.56)
C (-0.88, 2.36, -3.29)
C (-2.35, 2.24, -3.77)
F (-0.11, 2.42, -4.47)
H (1.20, 2.65, 3.83)
H (2.55, 3.49, 3.06)
H (1.64, 2.13, 2.19)
H (0.98, 4.99, 1.92)
H (-0.03, 4.40, 3.24)
H (-0.82, 2.44, 1.83)
H (-1.10, 3.36, -0.70)
H (0.77, 4.49, -1.75)
H (0.50, 5.34, -0.21)
H (2.68, 4.91, 0.04)
H (2.69, 3.79, -2.37)
H (4.07, 3.60, -1.25)
H (2.80, 2.35, -1.30)
H (-1.59, 1.28, -0.66)
H (0.93, -0.43, -0.69)
H (-0.25, -0.38, 0.65)
H (-1.18, -2.47, 0.53)
H (-0.99, -4.19, -2.02)
H (-2.33, -3.02, -1.89)
H (-1.82, -5.54, -0.23)
H (-2.52, -4.06, 0.63)
H (-4.19, -5.61, -0.49)
H (-4.24, -4.01, -0.99)
H (1.38, -2.59, -1.16)
H (0.77, -4.21, -0.81)
H (1.92, -2.10, 1.12)
H (2.33, -3.80, 0.88)
H (0.20, -2.64, 2.65)
H (-0.30, -4.10, 1.76)
H (0.78, -5.28, 3.47)
H (2.39, -4.57, 2.90)
H (0.63, -3.86, 5.15)
H (2.26, -3.76, 5.00)
H (-1.05, 0.23, -3.01)
H (0.61, 0.86, -2.82)
H (-0.66, 3.30, -2.75)
H (-2.65, 3.17, -4.31)
H (-2.40, 1.43, -4.55)
H (-3.07, 2.01, -2.96)

2.
Entry from OMol25: a cluster of 2 separate species, C18H39FN3O5P in total at a distorted geometry (ωB97M-V/def2-TZVPD).

## Properties
Spin multiplicity: 1
LUMO: 0.57 eV
Highest occupied orbital energy: -8.34 eV
HOMO-LUMO gap: 8.91 eV

Element x y z (Å)
C (1.79, -2.14, -2.58)
C (0.34, -2.62, -2.82)
C (-0.33, -1.93, -3.99)
O (-0.47, -0.52, -3.82)
C (-1.74, -0.05, -3.44)
C (-1.77, 0.33, -1.98)
F (-1.92, -0.89, -1.28)
C (-0.50, 1.00, -1.49)
O (-0.86, 1.70, -0.31)
C (-2.20, 1.60, -0.09)
O (-2.69, 1.77, 0.98)
C (-2.90, 1.20, -1.41)
C (-3.36, 2.40, -2.24)
C (-2.32, 3.53, -2.46)
O (-4.03, 0.51, -0.94)
C (-4.84, -0.12, -1.92)
C (-5.15, -1.54, -1.47)
H (2.14, -1.53, -3.40)
H (1.86, -1.58, -1.66)
H (2.45, -3.00, -2.50)
H (0.35, -3.68, -3.06)
H (-0.23, -2.52, -1.90)
H (-1.28, -2.42, -4.23)
H (0.31, -2.07, -4.85)
H (-1.95, 0.82, -4.07)
H (-2.54, -0.77, -3.63)
H (0.27, 0.25, -1.32)
H (-0.17, 1.66, -2.29)
H (-4.20, 2.83, -1.70)
H (-3.74, 2.08, -3.20)
H (-1.42, 3.42, -1.87)
H (-2.75, 4.49, -2.21)
H (-2.07, 3.58, -3.52)
H (-4.40, -0.09, -2.92)
H (-5.78, 0.43, -1.98)
H (-6.18, -1.80, -1.72)
H (-4.46, -2.28, -1.88)
H (-5.03, -1.56, -0.39)
C (4.02, 1.53, 3.50)
N (3.60, 0.95, 2.24)
C (3.61, 1.96, 1.19)
P (2.33, -0.21, 2.11)
O (2.67, -0.78, 0.76)
N (2.67, -1.58, 3.13)
C (4.06, -1.84, 3.48)
C (2.02, -2.79, 2.65)
N (1.37, 0.60, 3.38)
C (0.98, -0.09, 4.61)
C (0.18, 1.30, 2.88)
H (3.37, 2.36, 3.83)
H (5.03, 1.93, 3.38)
H (4.06, 0.80, 4.30)
H (2.84, 2.73, 1.35)
H (3.43, 1.50, 0.22)
H (4.58, 2.45, 1.15)
H (4.73, -1.80, 2.61)
H (4.13, -2.83, 3.93)
H (4.42, -1.14, 4.23)
H (2.54, -3.24, 1.80)
H (0.99, -2.57, 2.33)
H (1.95, -3.52, 3.46)
H (0.32, -0.95, 4.44)
H (0.45, 0.63, 5.23)
H (1.85, -0.42, 5.16)
H (-0.61, 0.61, 2.57)
H (0.43, 1.92, 2.01)
H (-0.22, 1.98, 3.64)

3.
Entry from OMol25: a cluster of 2 separate species, C18H39I3N2O3P in total (ωB97M-V/def2-TZVPD).

## Properties
Total charge: -1
Spin multiplicity: 1
LUMO: 2.46 eV
Highest occupied orbital energy: -5.30 eV
HOMO-LUMO gap: 7.77 eV

Element x y z (Å)
C (5.22, -1.64, 1.88)
C (3.78, -2.11, 1.72)
C (3.38, -2.37, 0.27)
C (3.38, -1.10, -0.59)
N (2.07, -0.90, -1.18)
C (1.69, 0.36, -1.80)
O (0.47, 0.76, -1.24)
P (0.67, 1.71, 0.27)
C (-1.18, 1.62, 0.48)
C (-1.79, 0.31, 0.99)
C (-3.29, 0.19, 0.68)
C (-4.22, 0.63, 1.82)
C (-5.48, -0.22, 1.91)
N (-5.18, -1.60, 2.33)
C (1.00, 2.77, 1.89)
I (0.90, 1.54, 3.66)
C (2.25, 3.60, 1.86)
C (3.57, 2.93, 2.24)
I (2.00, 5.40, 3.14)
O (2.42, 1.85, -0.18)
C (2.53, 1.60, -1.51)
I (4.58, 1.67, -2.20)
H (5.36, -0.63, 1.47)
H (5.50, -1.59, 2.93)
H (5.91, -2.30, 1.36)
H (3.11, -1.35, 2.14)
H (3.63, -3.01, 2.32)
H (2.37, -2.79, 0.26)
H (4.05, -3.12, -0.15)
H (4.11, -1.19, -1.39)
H (3.67, -0.25, 0.04)
H (1.34, -1.08, -0.49)
H (1.55, 0.25, -2.88)
H (0.93, 0.49, 0.96)
H (0.51, 2.97, -0.44)
H (-1.53, 2.47, 1.07)
H (-1.54, 1.77, -0.54)
H (-1.65, 0.24, 2.07)
H (-1.24, -0.52, 0.54)
H (-3.53, -0.83, 0.38)
H (-3.51, 0.81, -0.19)
H (-3.70, 0.60, 2.78)
H (-4.54, 1.66, 1.65)
H (-6.18, 0.21, 2.62)
H (-5.96, -0.20, 0.93)
H (-5.14, -2.22, 1.54)
H (-5.90, -1.95, 2.94)
H (0.14, 3.42, 2.03)
H (2.33, 4.06, 0.88)
H (4.38, 3.33, 1.62)
H (3.50, 1.87, 2.04)
H (3.83, 3.10, 3.28)
H (2.08, 2.40, -2.12)
C (-1.51, -2.06, -3.83)
C (-2.87, -2.06, -4.52)
C (-3.82, -2.05, -3.33)
O (-3.15, -1.34, -2.30)
C (-1.77, -1.14, -2.65)
H (-0.70, -1.71, -4.46)
H (-1.26, -3.07, -3.48)
H (-3.00, -1.15, -5.12)
H (-3.04, -2.92, -5.18)
H (-4.03, -3.07, -2.99)
H (-4.77, -1.56, -3.54)
H (-1.60, -0.09, -2.91)
H (-1.15, -1.36, -1.78)

Number 3 is which compound?
C18H39I3N2O3P